Entry 1:
Here is a 5-piece molecular cluster, C4H20N3O4 overall at a distorted geometry from the OMol25 dataset. Energies are from ωB97M-V/def2-TZVPD.

Geometry (Å):
C 0.178 0.110 2.238
C 1.339 -0.304 1.318
C 1.427 -1.573 0.484
N -1.395 -1.846 -0.532
C -0.732 -2.738 0.288
N 0.509 -2.647 0.731
N -0.927 0.977 1.538
H 0.487 0.892 3.110
H -0.044 -0.895 2.684
H 2.174 -0.195 2.098
H 1.482 0.409 0.548
H 2.338 -2.023 0.900
H 1.578 -1.436 -0.585
H -2.246 -2.201 -0.954
H -1.005 -1.194 -1.186
H -1.269 -3.527 0.944
H -0.466 1.772 1.005
H -1.475 1.313 2.337
H -1.475 0.496 0.809
H -4.408 -0.717 -1.287
H -3.458 -0.506 -2.371
O -3.454 -0.650 -1.397
H 2.201 -0.816 -2.632
H 2.068 -1.420 -4.038
O 1.806 -1.509 -3.076
H -0.632 2.387 -1.600
H 0.129 3.177 -0.351
O -0.397 2.321 -0.709
H 1.718 4.283 0.582
H 2.441 4.069 -0.651
O 1.505 3.991 -0.245

## Properties
LUMO energy (alpha / beta)   0.0097 / 0.0036 Eh
2S+1   2
E_HOMO (alpha / beta)   -0.098 / -0.317 Eh
Charge   0
Molar mass   174.2 g/mol
Kohn-Sham gap (alpha / beta)   2.917 / 8.720 eV
DFT total energy   -629.397631 a.u.

Mulliken population analysis, charges in e, atoms 1 to 8: atom 1 (C): -1.22, atom 2 (C): -0.42, atom 3 (C): -0.18, atom 4 (N): -0.30, atom 5 (C): -0.10, atom 6 (N): -0.57, atom 7 (N): -1.20, atom 8 (H): 0.80


Entry 2:
Here is a 8-piece molecular cluster, C4H20NO10 overall at a distorted geometry from the OMol25 dataset. Energies are from ωB97M-V/def2-TZVPD.

Geometry (Å):
C -1.271 0.750 1.012
C -2.180 0.111 -0.027
N -1.779 -0.926 -0.815
C -0.466 -1.545 -0.888
C 0.689 -0.550 -0.980
O 0.726 0.146 -2.020
O 1.590 -0.593 -0.113
O -3.340 0.507 -0.042
H -1.571 0.323 1.971
H -0.245 0.443 0.841
H -1.450 1.818 1.045
H -2.531 -1.544 -1.077
H -0.383 -2.108 -1.814
H -0.263 -2.318 -0.142
H -1.607 -2.875 2.101
H -2.390 -2.934 0.775
O -2.405 -3.226 1.687
H 2.770 -0.454 1.443
H 3.256 -1.590 2.424
O 2.784 -0.757 2.362
H 0.495 -1.617 2.269
H 0.859 -1.909 3.657
O 0.076 -1.889 3.103
H -0.689 3.545 -2.379
H -1.863 2.884 -1.630
O -1.501 3.731 -1.889
H 3.391 2.145 -1.983
H 2.547 1.019 -2.283
O 3.412 1.378 -2.566
H 1.756 -0.211 3.515
H 1.769 1.260 3.863
O 1.402 0.427 4.165
H -0.256 1.600 -3.753
H 1.168 1.362 -3.344
O 0.613 1.953 -3.870

## Properties
LUMO energy   0.0985 Eh
E_HOMO   -0.242 Eh
Charge   -1
Molar mass   242.2 g/mol
Kohn-Sham gap   9.279 eV
Relative energy (zero: lowest compared OMol25 entry of this formula, charge and spin)   20.8 kcal/mol
DFT total energy   -971.689786 a.u.

Mulliken population analysis, charges in e, atoms 1 to 8: atom 1 (C): -0.49, atom 2 (C): 0.40, atom 3 (N): -0.08, atom 4 (C): -0.69, atom 5 (C): 0.22, atom 6 (O): -0.77, atom 7 (O): -0.72, atom 8 (O): -0.70


Entry 3:
Here is a 7-piece molecular cluster, C4H21N2O8 overall at a distorted geometry from the OMol25 dataset. Energies are from ωB97M-V/def2-TZVPD.

Geometry (Å):
N -1.112 0.278 0.403
C 0.178 0.532 1.174
C -0.078 -0.150 2.491
C -1.138 0.355 3.501
O -2.434 0.482 2.881
C 1.493 0.007 0.475
N 1.550 -0.184 -0.821
O 2.474 -0.009 1.183
H -2.358 0.839 1.931
H -1.451 -0.743 0.447
H 0.295 1.654 1.156
H 1.012 -0.331 2.861
H -0.318 -1.253 2.254
H -0.922 1.336 4.075
H -1.326 -0.534 4.147
H 2.509 -0.267 -0.946
H 1.541 3.227 -2.113
H 1.408 1.722 -2.018
H -0.421 0.772 -2.840
O 1.344 2.495 -2.674
H 1.468 -3.337 0.570
H 1.469 -3.433 2.113
O 1.585 -3.972 1.312
H -2.086 2.948 -1.320
H -1.424 3.730 -2.329
O -1.943 3.837 -1.571
H -2.146 -3.922 -0.587
H -1.440 -2.527 -0.536
O -2.274 -3.020 -0.853
H -0.199 2.120 -3.158
H -1.040 0.662 -0.537
O -0.900 1.492 -2.935
H 1.624 -1.249 -2.824
H 2.771 -1.681 -2.066
O 2.287 -1.877 -2.843

## Properties
LUMO energy   0.1091 Eh
E_HOMO   -0.188 Eh
Charge   -1
Molar mass   225.2 g/mol
Kohn-Sham gap   8.083 eV
Relative energy (zero: lowest compared OMol25 entry of this formula, charge and spin)   91.2 kcal/mol
DFT total energy   -876.446087 a.u.

Mulliken population analysis, charges in e, atoms 1 to 8: atom 1 (N): -0.54, atom 2 (C): 0.69, atom 3 (C): -0.56, atom 4 (C): -0.44, atom 5 (O): -0.57, atom 6 (C): -0.33, atom 7 (N): -0.53, atom 8 (O): -0.77


Entry 4:
Here is a 6-piece molecular cluster, C4H21NO5S2 overall at a distorted geometry from the OMol25 dataset. Energies are from ωB97M-V/def2-TZVPD.

Geometry (Å):
C -1.810 -1.991 -1.504
N -0.885 -0.972 -2.026
C -1.307 0.410 -1.817
C -0.082 1.305 -2.109
C -1.764 0.605 -0.385
S -2.252 2.338 -0.044
S -0.789 2.876 1.268
H -1.772 -2.930 -2.047
H -2.858 -1.699 -1.377
H -1.553 -2.218 -0.458
H -0.756 -1.283 -2.972
H -2.128 0.676 -2.487
H 0.726 0.656 -2.463
H 0.400 1.658 -1.197
H -0.278 2.068 -2.854
H -2.667 0.036 -0.150
H -1.105 0.173 0.353
H -1.042 4.187 1.171
O 2.593 0.874 2.038
H 2.125 0.037 2.055
H 2.092 1.616 1.706
O 0.522 -2.289 2.592
H -0.153 -1.752 2.183
H 0.533 -2.180 3.543
O 2.618 -3.467 0.364
H 2.380 -2.872 -0.362
H 2.547 -2.843 1.099
O 3.601 1.895 -1.393
H 2.693 1.574 -1.429
H 3.629 2.382 -0.566
O -0.794 0.125 2.931
H -0.801 0.645 3.744
H -1.662 0.362 2.594

## Properties
LUMO energy   0.0002 Eh
E_HOMO   -0.319 Eh
Charge   0
SMILES string   CN[C@H](C)CSS.O.O.O.O.O
Molar mass   227.3 g/mol
Kohn-Sham gap   8.675 eV
Relative energy (zero: lowest compared OMol25 entry of this formula, charge and spin)   25.2 kcal/mol
DFT total energy   -1392.271645 a.u.

Mulliken population analysis, charges in e, atoms 1 to 8: atom 1 (C): -0.95, atom 2 (N): -0.40, atom 3 (C): 0.84, atom 4 (C): -1.36, atom 5 (C): -1.18, atom 6 (S): -0.07, atom 7 (S): -0.15, atom 8 (H): 0.35